The following is a quantum chemistry calculation of a gas-phase ion, C3H3ClNO (charge +1) in a non-equilibrium geometry, from OMol25.

XYZ file:
```
9
Properties=species:S:1:pos:R:3
C 0.7245 0.6426 -0.2050
C 1.4050 -0.3803 -0.6415
C -0.6487 0.2684 0.3763
N -0.6310 -1.1560 0.1969
O -1.4604 -1.9251 0.0264
Cl -2.0687 1.2996 -0.1482
H 0.7891 1.7015 -0.2219
H 2.4192 -0.9391 -0.8387
H -0.5289 0.4885 1.4557
```

Output
- Energy relative to the best compared isomer or geometry (same formula, charge and spin): 416.6 kJ/mol
- Calculated total energy: -705.77351 Eh
- LUMO level (alpha / beta): -7.6 / -7.6 eV
- Net charge: +1
- Largest force on an atom: 3.82 eV/A